(1)
Computed, not measured: C6H14N3Pb as an isolated structure in a non-equilibrium geometry, with ωB97M-V with the def2-TZVPD basis set.

## Properties
M in g mol⁻¹: 335.4
E in eV: -16160.760
Highest occupied orbital energy (spin up / spin down) in eV: 0.0 / -0.3
Largest force on an atom in eV Å⁻¹: 5.53
Net charge: -1

Geometry as XYZ:
```
24
Properties=species:S:1:pos:R:3:forces:R:3
C 0.256790 -0.581957 -3.060188 -3.207 1.547 -4.234
Pb 0.426236 -1.658128 -1.353352 2.386 -0.445 4.743
N -1.098143 -2.967144 0.502451 -0.354 -1.069 1.880
H 1.793901 -2.609813 -0.546886 -0.103 -0.758 -0.803
H -0.525307 -3.455621 1.184191 -0.397 -0.115 0.178
H -1.211719 -2.174188 -1.310506 -0.916 -0.159 -1.557
H -0.304849 -1.231651 -3.789054 0.769 0.667 0.174
H 1.081658 -0.077300 -3.612251 -0.949 0.266 0.692
H -0.731059 -0.009054 -2.592519 2.915 -0.336 -1.717
H -1.701613 -2.254093 0.912871 0.194 -0.341 -0.144
H -1.608097 -3.610595 -0.097317 0.202 0.267 0.414
N 0.915991 -0.307009 2.196070 -0.767 -1.833 0.050
C 0.474173 0.762763 1.475034 0.499 2.002 0.030
C 0.896008 2.072416 1.849130 -0.924 -0.893 -1.117
C 0.447950 3.153465 1.063883 0.326 -0.477 0.173
C -0.326609 2.882415 -0.073076 -0.084 -0.291 -0.273
C -0.670873 1.562918 -0.366205 0.093 0.715 0.391
N -0.299110 0.515555 0.401418 -0.593 -0.189 0.347
H 0.349737 -1.177330 2.173081 0.863 1.097 -0.129
H 1.526806 -0.169093 2.978836 -0.172 0.062 0.034
H 1.515019 2.173628 2.728614 -0.005 0.248 0.109
H 0.713901 4.165297 1.345350 -0.026 0.015 -0.098
H -0.675042 3.675670 -0.739689 0.147 -0.174 0.279
H -1.245740 1.318840 -1.269883 0.105 0.192 0.578
```
Positions in Å, forces in eV/Å.

(2)
Computed, not measured: C25H20N6O5RbSSe2 as an isolated structure, with ωB97M-V with the def2-TZVPD basis set.

## Properties
M in g mol⁻¹: 759.9
E in eV: -187614.037
Highest occupied orbital energy in eV: -3.6
ΔE to the lowest compared entry with this formula, charge and spin in kcal/mol: 5.6
Largest force on an atom in eV Å⁻¹: 0.87
Net charge: -1

Geometry as XYZ:
```
60
Properties=species:S:1:pos:R:3:forces:R:3
Rb 0.756643 0.186158 -0.240685 0.782 -0.117 0.365
O -1.445655 2.471741 -3.569718 -0.018 0.025 -0.053
C -0.900649 2.352927 -2.346992 -0.031 -0.020 -0.072
O 0.284855 2.335797 -2.158669 0.016 0.110 -0.043
C -1.941600 2.225260 -1.274993 -0.125 -0.023 -0.062
C -3.290559 2.123150 -1.595029 0.076 0.011 0.061
C -4.186346 1.916107 -0.562684 -0.039 -0.003 0.012
C -3.704894 1.812049 0.729543 0.045 0.001 -0.002
C -2.335402 1.938383 0.936965 0.012 0.023 -0.042
N -1.467925 2.154430 -0.039901 -0.160 -0.010 0.004
C -1.727541 1.761717 2.303339 0.045 0.003 0.038
O -2.452425 2.269249 3.335272 -0.013 0.021 -0.016
O -0.691388 1.208657 2.499034 -0.022 -0.011 -0.027
H -0.717101 2.455667 -4.207644 0.022 -0.010 0.036
H -3.612921 2.162026 -2.623462 0.010 0.003 -0.014
H -5.241455 1.794938 -0.768737 -0.002 0.000 0.006
H -4.368720 1.584397 1.554005 -0.019 0.002 -0.012
H -3.195945 2.777112 2.989029 0.002 -0.012 0.016
N 4.209740 -3.841699 -0.823473 -0.109 -0.009 -0.068
C 3.153913 -2.919894 -1.009538 0.138 -0.053 0.101
S 3.632122 -1.263875 -1.030620 0.007 0.163 -0.025
N 1.993918 -3.483739 -1.114009 -0.027 0.079 -0.037
N 0.891362 -2.625460 -1.213322 -0.122 -0.148 -0.236
C 0.009033 -3.123575 -1.996772 0.131 -0.021 0.079
C -1.311742 -2.623124 -2.372390 -0.140 0.087 0.005
C -1.925306 -3.314449 -3.421780 -0.015 0.052 0.054
C -3.194788 -3.020359 -3.891138 0.013 -0.034 -0.029
C -3.904928 -2.006656 -3.250836 -0.062 0.015 -0.009
C -3.345004 -1.306371 -2.205779 0.061 -0.019 0.042
C -2.015267 -1.541558 -1.728701 -0.065 -0.118 -0.085
O -1.518788 -0.835724 -0.792006 -0.429 0.029 -0.066
H 5.081819 -3.460082 -1.155529 0.007 0.000 0.004
H 3.985990 -4.741224 -1.229629 0.008 0.001 0.032
H 0.263902 -4.073291 -2.479526 0.035 -0.009 0.006
H -1.367592 -4.124222 -3.883024 0.008 -0.003 0.002
H -3.626752 -3.578627 -4.711942 -0.002 0.004 0.005
H -4.917639 -1.770509 -3.565767 0.006 -0.012 -0.012
H -3.919880 -0.548943 -1.686750 0.015 0.006 -0.001
Se 2.274293 1.995869 4.561133 0.094 -0.051 0.032
Se 4.115612 0.756043 4.003196 -0.048 0.048 0.041
C 3.272526 -0.783905 3.189326 0.066 -0.014 -0.049
C 4.101336 -1.862708 2.902006 -0.054 -0.015 0.007
C 3.533455 -2.963507 2.289575 -0.060 -0.009 -0.007
C 2.174229 -2.946492 2.004539 0.013 0.024 0.009
C 1.453102 -1.813035 2.327639 -0.041 -0.066 0.028
N 1.989512 -0.736646 2.911929 0.007 0.001 -0.033
C 1.912206 2.894515 2.900068 -0.058 -0.031 0.065
C 0.941264 3.896547 2.940496 0.018 0.046 -0.100
C 0.633284 4.544751 1.761792 0.036 -0.025 -0.020
C 1.299416 4.177942 0.597104 -0.022 0.040 -0.026
C 2.245250 3.173732 0.672724 -0.010 -0.047 0.072
N 2.546846 2.530743 1.806072 -0.033 0.095 -0.068
H 5.159266 -1.828107 3.128313 0.005 0.009 0.005
H 4.139532 -3.809438 1.996170 0.010 0.014 0.004
H 1.696263 -3.760372 1.480296 0.020 -0.018 -0.001
H 0.395570 -1.753687 2.086257 0.005 0.020 0.051
H 0.440224 4.144428 3.867595 0.016 -0.008 0.015
H -0.118280 5.325442 1.746677 0.001 -0.001 -0.006
H 1.082349 4.643770 -0.354218 -0.016 -0.005 0.011
H 2.777641 2.847729 -0.214830 0.015 -0.006 0.013
```
Positions in Å, forces in eV/Å.

(3)
Computed, not measured: the molecule C3H7BO in a non-equilibrium geometry, with ωB97M-V with the def2-TZVPD basis set.

## Properties
M in g mol⁻¹: 69.9
E in eV: -5946.907
Highest occupied orbital energy in eV: -10.1
ΔE to the lowest compared entry with this formula, charge and spin in kcal/mol: 24.4
Largest force on an atom in eV Å⁻¹: 3.58
Net charge: 0

Geometry as XYZ:
```
12
Properties=species:S:1:pos:R:3:forces:R:3
B 0.263146 0.000894 -0.143077 -3.348 1.256 0.121
C 1.608464 -0.036976 0.364997 1.474 -1.743 1.012
C -0.584685 -1.332650 0.129424 1.404 -0.054 2.099
C -0.475087 1.475562 -0.081822 1.147 -1.010 -0.058
O 2.660616 -0.402487 0.555629 0.972 0.577 0.329
H 0.807782 -0.332023 -1.119071 0.754 0.426 -1.992
H -1.048955 -1.032965 1.051179 -0.961 -0.562 0.452
H -0.039703 -2.259993 0.315478 0.376 0.151 0.170
H -1.260569 -1.615118 -0.614238 -1.312 0.252 -1.253
H 0.125248 2.217612 0.427217 0.191 0.339 -0.172
H -1.479975 1.640730 0.217696 -0.974 -0.734 1.030
H -0.576282 1.677411 -1.103417 0.277 1.102 -1.737
```
Positions in Å, forces in eV/Å.

(4)
Computed, not measured: the molecule C5H8O, with ωB97M-V with the def2-TZVPD basis set.

## Properties
M in g mol⁻¹: 84.1
E in eV: -7357.961
Highest occupied orbital energy in eV: -8.2
ΔE to the lowest compared entry with this formula, charge and spin in kcal/mol: 99.0
Largest force on an atom in eV Å⁻¹: 0.69
Net charge: 0

Geometry as XYZ:
```
14
Properties=species:S:1:pos:R:3:forces:R:3
C -0.815327 1.118084 -0.515710 -0.105 0.001 0.224
C -1.441667 -0.119317 -0.006842 0.575 -0.190 -0.337
C -0.488062 -1.260872 -0.247179 0.029 0.213 0.166
C 1.024556 -0.996186 0.131390 -0.596 0.191 -0.155
O 1.330661 0.378891 0.348131 -0.122 -0.253 0.022
C 0.228803 1.203483 0.653869 0.175 -0.169 -0.328
H -0.265813 1.063731 -1.470827 -0.045 0.031 0.338
H -1.462571 1.998968 -0.483738 -0.010 -0.176 -0.115
H -0.262385 0.918216 1.596854 0.197 0.047 0.049
H -0.550981 -1.432712 -1.336845 -0.046 0.067 0.126
H -0.814957 -2.180679 0.251369 0.031 0.187 -0.140
H 1.662771 -1.321878 -0.695444 0.007 -0.044 0.302
H 1.243356 -1.592913 1.029426 0.063 0.266 -0.161
H 0.611618 2.223185 0.745547 -0.155 -0.172 0.008
```
Positions in Å, forces in eV/Å.

(5)
Computed, not measured: C16H29N2O3PPdS as an isolated structure, with ωB97M-V with the def2-TZVPD basis set.

## Properties
M in g mol⁻¹: 466.9
E in eV: -49789.254
Highest occupied orbital energy in eV: -0.7
Largest force on an atom in eV Å⁻¹: 0.22
Net charge: -2

Geometry as XYZ:
```
53
Properties=species:S:1:pos:R:3:forces:R:3
Pd -0.717472 -1.624020 0.240639 0.107 -0.154 -0.029
O 2.744051 -2.889587 1.255659 0.004 -0.027 0.005
N 2.786095 -2.991758 -0.026937 0.002 0.015 0.005
C 3.949920 -2.679672 -0.652234 0.045 -0.006 -0.061
C 4.115195 -2.723911 -2.014668 0.023 -0.010 0.065
C 3.025432 -3.104610 -2.794980 -0.044 -0.012 -0.020
C 1.848518 -3.429477 -2.162289 -0.009 -0.027 -0.069
C 1.677657 -3.398702 -0.763600 -0.019 0.058 0.071
S 0.215948 -3.872894 -0.004220 0.014 -0.031 -0.023
H 4.725984 -2.384775 0.038457 -0.010 0.005 0.016
H 5.070835 -2.454192 -2.444513 0.004 0.009 0.014
H 3.098134 -3.139605 -3.875641 -0.013 -0.006 0.002
H 0.973269 -3.720766 -2.726165 0.005 -0.001 -0.002
N -3.815540 0.073154 -0.249289 0.015 -0.062 -0.009
C -4.762190 -0.520966 0.700261 -0.028 0.057 0.010
C -4.545412 -2.021154 1.024965 0.035 -0.142 -0.093
O -5.542019 -2.612168 1.505598 0.012 0.052 0.040
O -3.402704 -2.477926 0.793745 -0.085 0.038 0.038
H -2.926323 -0.420927 -0.092562 -0.028 0.085 0.048
H -4.084090 -0.236753 -1.178480 -0.004 0.000 -0.016
H -5.786419 -0.382536 0.345154 0.011 -0.009 0.016
H -4.689115 0.011206 1.655949 -0.029 0.014 0.000
C -1.077195 1.106717 -2.092214 -0.012 -0.015 -0.005
C -0.802916 1.750024 -0.730424 0.004 -0.005 0.008
C -0.085729 3.085171 -0.946490 -0.011 0.000 0.020
P -0.113329 0.451490 0.446193 0.005 0.224 0.010
C 1.755242 0.583298 0.365833 -0.007 -0.023 0.046
C 2.229871 0.306424 -1.059407 0.015 0.017 -0.025
C 2.485549 1.786482 0.962657 0.003 -0.021 -0.022
C -0.492163 1.187276 2.135941 -0.020 -0.062 -0.027
C -0.454665 2.702104 2.343700 0.018 -0.005 -0.013
C -1.863273 0.668151 2.574257 -0.001 -0.014 0.017
H -1.683201 1.774794 -2.715188 -0.002 0.007 0.002
H -1.599399 0.158372 -1.971909 0.004 -0.005 0.004
H -0.144748 0.899389 -2.623645 0.010 0.001 -0.010
H -1.784736 1.944596 -0.280601 0.003 -0.001 -0.006
H 0.870676 2.946881 -1.454650 0.012 -0.018 -0.001
H 0.102738 3.627053 -0.022529 0.014 0.006 0.016
H -0.698676 3.729045 -1.589087 0.007 0.008 0.000
H 2.028482 -0.295700 0.962206 0.001 -0.005 -0.004
H 2.022905 1.150614 -1.722863 0.004 0.009 -0.012
H 1.731767 -0.576750 -1.465066 -0.006 -0.007 0.004
H 3.309170 0.127011 -1.078636 -0.010 0.005 0.009
H 2.250372 2.720245 0.448106 -0.012 0.011 -0.007
H 3.567217 1.628718 0.878935 0.006 0.011 0.004
H 2.257879 1.912382 2.022039 0.002 0.004 -0.004
H 0.267987 0.719953 2.774940 0.004 0.010 -0.003
H -1.236689 3.187518 1.754520 -0.003 0.002 -0.006
H 0.500187 3.156253 2.082370 -0.008 0.003 -0.010
H -0.656885 2.934387 3.395649 -0.005 0.002 0.003
H -2.644994 1.067953 1.922734 -0.011 0.009 0.001
H -2.083400 0.981726 3.601720 -0.005 -0.004 0.004
H -1.917795 -0.419522 2.506072 -0.005 0.011 -0.002
```
Positions in Å, forces in eV/Å.

(6)
Computed, not measured: C35H23BrF4GaN3O2PS as an isolated structure, with ωB97M-V with the def2-TZVPD basis set.

## Properties
M in g mol⁻¹: 806.2
E in eV: -198643.650
Highest occupied orbital energy in eV: -10.7
ΔE to the lowest compared entry with this formula, charge and spin in kcal/mol: 5.0
Largest force on an atom in eV Å⁻¹: 0.66
Net charge: +1

Geometry as XYZ:
```
71
Properties=species:S:1:pos:R:3:forces:R:3
Ga 0.223763 0.142471 -1.375768 -0.190 0.200 -0.604
N -2.140127 -1.496804 -3.234618 0.002 -0.096 0.184
C -2.621156 -0.457401 -2.485401 -0.033 0.079 -0.010
C -4.015090 -0.286519 -2.451745 -0.074 0.056 0.044
C -4.553331 0.817084 -1.843473 0.066 -0.104 -0.059
C -3.697383 1.757292 -1.267320 0.050 0.005 -0.001
C -2.358780 1.487996 -1.267611 -0.197 0.148 0.018
N -1.810030 0.387144 -1.834217 0.536 0.014 0.141
C -0.857580 -1.802434 -3.654449 0.235 -0.020 -0.148
C -0.714229 -2.772053 -4.651370 -0.073 -0.024 -0.012
C 0.546888 -3.097922 -5.090957 -0.032 0.050 0.055
C 1.644270 -2.449512 -4.531117 -0.022 0.034 0.045
C 1.414946 -1.503232 -3.563174 0.167 -0.085 -0.178
N 0.186563 -1.175925 -3.123603 -0.162 0.218 0.246
H -2.854807 -2.035206 -3.693204 -0.067 -0.045 0.020
H -4.649029 -1.023995 -2.925671 0.022 0.004 -0.029
H -5.625102 0.961101 -1.829610 -0.005 -0.013 0.000
H -4.071919 2.665410 -0.818968 0.043 0.005 0.026
H -1.653996 2.173271 -0.816829 -0.147 -0.142 -0.035
H -1.593448 -3.245665 -5.068656 0.015 -0.013 0.006
H 0.679105 -3.841247 -5.865294 -0.015 -0.015 0.014
H 2.654564 -2.676895 -4.836279 0.001 0.027 -0.006
H 2.239385 -0.971600 -3.112393 -0.008 0.023 0.042
F -1.910046 5.630867 4.349181 -0.048 0.091 0.070
C -1.596384 4.565630 3.638861 0.024 -0.148 -0.080
C -1.679240 3.301748 4.199043 0.015 0.044 -0.021
F -2.081118 3.159011 5.451261 -0.014 -0.006 0.076
C -1.342328 2.194298 3.442449 0.029 0.007 -0.198
F -1.434903 1.006061 4.032355 0.008 -0.061 0.070
C -0.924597 2.293520 2.115067 -0.071 -0.108 -0.164
P -0.439722 0.765510 1.192536 -0.059 -0.032 0.370
C 0.936222 0.202256 2.237838 -0.099 -0.015 -0.121
C 0.841601 -0.841719 3.150152 0.038 0.083 -0.014
C 1.951143 -1.188828 3.903632 0.005 -0.037 0.033
C 3.146218 -0.502373 3.749438 0.005 -0.019 -0.009
C 3.240856 0.537957 2.836944 0.068 0.028 -0.011
C 2.139945 0.887604 2.074074 -0.084 0.014 -0.055
C -1.834131 -0.383376 1.441139 0.118 -0.058 -0.002
C -3.108514 0.009344 1.839198 0.058 -0.001 -0.090
C -4.126110 -0.928429 1.933560 -0.084 0.062 -0.015
C -3.887238 -2.257434 1.618365 -0.024 -0.018 0.021
C -2.624002 -2.652398 1.200678 -0.064 0.013 -0.013
C -1.601251 -1.720892 1.106528 0.040 -0.063 0.036
C -0.829368 3.579204 1.581053 -0.026 0.060 0.019
Br -0.146999 3.905326 -0.147791 0.155 0.280 0.162
C -1.174752 4.696180 2.327921 0.087 -0.091 -0.204
F -1.095697 5.909581 1.795524 -0.001 0.084 0.090
H -0.084817 -1.384814 3.272383 -0.027 0.011 0.024
H 1.881259 -2.002345 4.613626 0.007 -0.002 -0.017
H 4.011556 -0.787087 4.333169 -0.010 0.011 0.017
H 4.175151 1.069522 2.711949 -0.001 -0.005 -0.017
H 2.213987 1.683790 1.338111 0.026 0.021 0.028
H -3.313788 1.045146 2.078640 -0.008 0.004 0.039
H -5.108764 -0.617457 2.265212 0.009 -0.007 -0.008
H -4.682839 -2.985226 1.711539 0.006 0.001 -0.016
H -2.434095 -3.690010 0.957587 0.039 0.013 0.013
H -0.610721 -2.036595 0.796352 -0.048 -0.011 0.022
O 2.511405 -2.212350 0.789205 0.044 -0.020 -0.042
C 2.279115 -1.400237 -0.068073 -0.122 0.024 -0.082
O 1.038981 -1.237978 -0.525670 -0.081 -0.427 0.302
C 3.381047 -0.622178 -0.736912 0.162 0.108 -0.067
C 4.648758 -1.189887 -0.565876 -0.068 -0.050 0.041
C 5.778910 -0.666629 -1.158526 0.056 0.024 0.000
C 5.665139 0.472579 -1.941717 -0.034 0.043 -0.035
C 4.429613 1.068580 -2.108634 -0.039 -0.024 0.021
C 3.276585 0.540090 -1.521074 -0.082 0.101 0.002
S 1.846038 1.576545 -1.873850 -0.124 -0.216 0.066
H 4.702262 -2.074276 0.054596 0.037 0.009 -0.017
H 6.741335 -1.138255 -1.013936 -0.016 -0.021 0.008
H 6.531467 0.898232 -2.430923 0.013 0.008 0.039
H 4.329354 1.966834 -2.704456 0.076 -0.012 -0.030
```
Positions in Å, forces in eV/Å.